Record 1
74
Properties=species:S:1:pos:R:3:forces:R:3 method="wB97M-V/def2-TZVPD" total_charge=0 total_energy_ha=-5381.5020 e_homo_ev="-7.869 / -7.869" homo_lumo_gap_ev="6.08 / 6.08" relative_energy_kcal_mol=0.0 spin_multiplicity=1 largest_force_ha_per_bohr=0.036
Rh -0.70944 -0.56710 -1.51906 -0.1 -0.2 -1.3
N -1.58013 -1.18034 -3.64178 -0.1 -0.2 0.2
C -0.38533 -1.24299 -4.49969 0.1 0.1 0.1
C 0.66720 -0.21373 -4.06866 0.0 -0.1 -0.1
O 1.44538 0.21819 -4.89088 0.0 0.0 0.0
O 0.68315 0.12100 -2.80773 -0.2 0.0 0.3
H -2.09557 -2.05267 -3.64848 0.0 0.0 0.0
H -2.20768 -0.45718 -3.97604 0.0 0.0 0.0
H -0.60636 -1.08913 -5.55450 0.0 0.0 0.0
H 0.07802 -2.22369 -4.38331 0.0 0.0 0.0
C -1.79277 3.48665 -1.32777 0.0 0.1 -0.1
Si 0.05004 3.15240 -1.06619 -0.7 -0.2 -0.2
C 0.95768 3.28783 -2.69510 0.0 0.0 0.0
C 0.67637 4.48142 0.10133 0.0 -0.1 0.1
Si 0.19906 1.01148 -0.04821 1.6 -0.2 0.8
Si -0.51316 0.99045 2.21043 -0.4 0.0 -0.4
C 0.26569 2.24946 3.36428 0.1 0.0 0.0
C -0.22650 -0.72642 2.95928 -0.1 0.0 0.0
C -2.37081 1.37659 2.18203 0.0 0.0 0.2
Si 2.61993 0.83182 0.21940 -1.2 0.0 -0.1
C 3.41470 0.94365 -1.46480 0.3 -0.2 0.1
C 3.28245 2.13980 1.39141 0.3 0.0 -0.1
C 2.73092 -0.84823 1.04130 0.5 0.0 0.0
H -1.97327 4.42573 -1.85862 0.0 0.0 0.0
H -2.31328 3.54095 -0.36794 0.0 0.0 0.0
H -2.25446 2.68380 -1.91078 0.0 0.0 0.0
H 0.49747 4.05839 -3.31950 0.0 0.0 0.1
H 0.95110 2.34807 -3.24534 0.0 0.1 0.0
H 2.00175 3.56393 -2.53583 0.0 0.0 0.0
H 0.45701 5.45738 -0.34106 0.0 0.0 0.0
H 1.75151 4.42033 0.25813 0.0 0.0 0.0
H 0.19059 4.43946 1.07714 0.0 0.0 0.0
H 1.31535 2.03386 3.55519 -0.1 0.0 0.1
H -0.25441 2.23437 4.32647 0.0 0.0 0.0
H 0.20061 3.26330 2.96721 0.0 0.0 0.0
H 0.64112 -0.72107 3.62195 0.0 0.0 0.0
H -0.04470 -1.48166 2.19428 0.1 0.0 0.0
H -1.08931 -1.04695 3.55026 0.0 0.0 0.0
H -2.54450 2.44334 2.34493 0.0 0.0 0.0
H -2.92521 0.83145 2.95046 0.0 0.0 0.1
H -2.80442 1.12563 1.21613 -0.1 0.0 -0.1
H 3.66723 1.97776 -1.70731 0.0 0.0 0.0
H 2.73443 0.57004 -2.22785 0.1 0.0 0.0
H 4.33446 0.35320 -1.51461 0.0 0.1 0.0
H 3.19464 3.13831 0.96597 0.0 0.0 0.0
H 4.34392 1.96280 1.59077 0.0 0.0 0.0
H 2.76002 2.13025 2.34421 0.1 0.0 0.0
H 2.08149 -1.53662 0.50831 0.0 0.1 0.1
H 2.39951 -0.79343 2.07975 0.0 0.0 0.0
H 3.74638 -1.25834 1.02952 0.0 0.0 0.0
N -6.72794 0.87806 -0.92606 0.0 0.0 0.0
C -5.81522 0.29360 -0.54727 0.0 0.0 0.0
C -4.67034 -0.43369 -0.07355 0.0 -0.1 -0.1
C -4.68546 -1.09785 1.14885 0.0 0.0 0.0
C -3.55459 -1.79346 1.52211 -0.1 -0.2 -0.1
C -2.45068 -1.79775 0.68677 0.0 -0.1 -0.1
N -2.42271 -1.14443 -0.47879 0.0 0.7 0.6
C -3.52329 -0.48285 -0.84987 0.0 -0.1 -0.2
H -5.56693 -1.06626 1.77432 0.0 0.0 0.0
H -3.52185 -2.35319 2.44589 0.0 0.0 0.0
H -1.56746 -2.35734 0.92726 0.1 0.1 0.1
H -3.49431 0.01425 -1.81192 0.0 0.1 0.1
F 3.17695 -5.77561 2.87924 0.0 0.0 0.0
C 2.54367 -5.09734 1.92953 0.0 0.0 0.0
C 3.25600 -4.50349 0.90333 0.0 0.0 0.0
F 4.58222 -4.61639 0.86922 0.0 0.0 0.0
C 2.58447 -3.79475 -0.07596 0.0 -0.1 -0.1
F 3.31922 -3.23209 -1.02950 0.0 0.0 0.0
C 1.19698 -3.65836 -0.07583 0.0 0.1 0.2
Se 0.35818 -2.77670 -1.54876 -0.3 0.3 -0.1
C 0.51698 -4.28138 0.96277 0.1 0.0 -0.1
F -0.82094 -4.23194 1.03510 0.0 -0.1 0.0
C 1.16567 -4.98430 1.95996 0.0 0.0 0.0
F 0.47350 -5.56030 2.94407 0.0 0.0 0.0



Record 2
20
Properties=species:S:1:pos:R:3:forces:R:3 method="wB97M-V/def2-TZVPD" total_charge=0 total_energy_ha=-587.5670 e_homo_ev="-7.951 / -7.684" homo_lumo_gap_ev="7.34 / 8.27" relative_energy_kcal_mol=100.5 spin_multiplicity=1 largest_force_ha_per_bohr=0.079
C 1.39424 -0.85080 0.91027 0.8 -1.4 -3.0
C -2.03240 -0.08753 1.61262 0.4 0.2 -2.0
C -0.82539 0.61720 -1.11062 -2.3 1.3 -0.7
C 2.54406 -0.58735 -0.16303 -0.5 2.6 3.1
C 2.31110 0.80411 -0.67513 0.7 -2.3 -0.6
F -3.56571 1.33804 -0.37119 0.6 -0.4 0.0
Si -2.46844 0.12481 -0.25547 0.8 0.1 0.8
H 1.38633 -0.20946 1.71512 0.4 1.1 2.0
H 0.39593 -0.82839 0.47942 0.3 0.4 -0.4
H 1.49885 -1.89012 1.08627 0.2 -1.0 1.4
H -2.46449 0.76508 2.09932 0.0 0.3 0.7
H -2.32121 -1.01957 2.00678 -0.9 -1.0 0.7
H -0.94103 -0.15412 1.61708 -0.2 0.7 0.3
H -1.20966 1.02316 -2.08024 0.8 -0.1 0.5
H -0.26440 1.37951 -0.56465 -0.2 0.1 0.0
H -0.17247 -0.19049 -1.29640 0.5 -1.0 -0.4
H 3.59939 -0.53844 0.38426 -2.0 -0.9 -1.2
H 2.35277 -1.34637 -0.88426 0.9 -0.5 -0.8
H 2.41330 0.94345 -1.70416 0.1 0.6 -1.5
H 2.14571 1.62629 -0.06587 -0.2 1.2 1.2



Record 3
106
Properties=species:S:1:pos:R:3:forces:R:3 method="wB97M-V/def2-TZVPD" total_charge=-2 total_energy_ha=-6617.9236 e_homo_ev=-2.627 homo_lumo_gap_ev=6.10 relative_energy_kcal_mol=26.2 spin_multiplicity=1 largest_force_ha_per_bohr=0.016
Y 0.29660 -0.31527 -0.09827 0.6 0.3 -0.5
C 3.53189 1.15748 -0.46084 0.0 0.0 0.0
N 2.42761 0.86763 -1.38225 0.1 0.0 0.1
C 2.17534 2.03721 -2.24696 0.0 0.0 0.0
C 2.15999 3.37966 -1.52707 0.0 0.0 0.0
N 1.19838 3.37617 -0.45197 -0.1 0.0 0.0
C 1.15051 4.40896 0.38847 0.0 0.0 0.0
C 1.97588 5.56539 0.47585 0.0 0.0 0.0
F 2.97436 5.78083 -0.42468 0.0 0.0 0.0
C 1.83010 6.54465 1.44252 0.0 0.0 0.0
F 2.67556 7.59385 1.44635 0.0 0.0 0.0
C 0.84567 6.47282 2.40396 0.0 0.0 0.0
F 0.72356 7.41973 3.36134 0.0 0.0 0.0
C -0.01368 5.38398 2.35379 0.0 0.0 0.0
F -1.00460 5.28693 3.25653 0.0 0.0 0.0
C 0.13137 4.41826 1.38970 0.0 0.0 0.0
F -0.77071 3.41622 1.37977 0.0 0.0 0.0
C 2.80916 -0.25623 -2.25343 0.0 0.0 0.0
C 3.20191 -1.49626 -1.47378 0.0 0.0 0.0
N 2.30504 -1.68184 -0.35459 -0.1 0.0 0.0
C 2.65954 -2.57544 0.56234 0.0 0.0 0.0
C 3.71653 -3.45527 0.53653 0.0 0.0 0.0
F 4.46499 -3.68932 -0.59399 0.0 0.0 0.0
C 4.21912 -4.12404 1.69782 0.0 0.0 0.0
F 5.37740 -4.79470 1.55875 0.0 0.0 0.0
C 3.60111 -4.08761 2.87409 0.0 0.0 0.0
F 4.07962 -4.77417 3.95688 0.0 0.0 0.0
C 2.22449 -3.53687 3.01092 0.0 0.0 0.0
F 0.99969 -3.03643 5.07799 0.0 0.0 0.0
C 1.81408 -2.54710 1.85185 0.0 0.0 0.0
F -0.46134 -2.33397 2.62720 0.0 0.0 0.0
H 4.43912 1.44067 -1.01662 0.0 0.0 0.0
H 3.74154 0.28093 0.14463 0.0 0.0 0.0
H 3.25056 1.97525 0.19800 0.0 0.0 0.0
H 1.23722 1.85693 -2.77394 0.0 0.0 0.0
H 2.96584 2.09165 -3.01316 0.0 0.0 0.0
H 1.93544 4.13513 -2.29822 0.0 0.0 0.0
H 3.18404 3.59930 -1.20524 0.0 0.0 0.0
H 3.65114 0.04361 -2.89774 0.0 0.0 0.0
H 1.96818 -0.47102 -2.91190 0.0 0.0 0.0
H 4.24106 -1.39722 -1.13468 0.0 0.0 0.0
H 3.19340 -2.34261 -2.17023 0.0 0.0 0.0
C -1.25059 -1.75843 -4.39687 0.0 0.0 0.0
C -0.47337 -1.16626 -3.39144 0.0 0.0 0.0
N -0.43660 -1.58451 -2.14390 -0.1 0.0 0.0
C -1.19981 -2.66542 -1.79454 0.0 0.0 0.0
C -2.05996 -3.28532 -2.72431 0.0 0.0 0.0
C -2.05835 -2.80051 -4.05091 0.0 0.0 0.0
C -2.91614 -4.33263 -2.30022 0.0 0.0 0.0
C -2.91491 -4.69316 -0.98415 0.0 0.0 0.0
C -2.04743 -4.09653 -0.04958 0.0 0.0 0.0
C -1.12412 -3.13223 -0.42559 0.0 0.0 0.1
N -0.17060 -2.53195 0.33940 0.0 0.0 0.2
C 0.30582 -2.98520 1.54814 0.0 0.0 0.0
C 0.30796 -4.43767 1.96474 0.0 0.0 0.0
C 1.25297 -4.68111 2.85534 0.0 0.0 0.0
C 2.14252 -2.73179 4.33620 0.0 0.0 0.0
C 2.11814 -1.30195 3.89366 0.0 0.0 0.0
C 2.24010 -0.15423 4.64926 0.0 0.0 0.0
C 2.14597 1.06982 3.99720 0.0 0.0 0.0
C 1.90455 1.08611 2.63519 0.0 0.0 0.0
N 1.79581 -0.02638 1.90178 -0.1 -0.1 0.1
C 1.91284 -1.19278 2.52565 0.0 0.0 0.0
H -1.28099 -1.33925 -5.39289 0.0 0.0 0.0
H 0.10179 -0.27900 -3.62924 0.0 0.0 0.0
H -2.73093 -3.23008 -4.78391 0.0 0.0 0.0
H -3.58138 -4.79510 -3.01833 0.0 0.0 0.0
H -3.60469 -5.45378 -0.63533 0.0 0.0 0.0
H -2.13937 -4.36883 0.99098 0.0 0.0 0.0
H -0.43468 -5.14894 1.64705 0.0 0.0 0.0
H 1.40534 -5.61534 3.37935 0.0 0.0 0.0
H 2.98473 -2.96560 4.98731 0.0 0.0 0.0
H 2.39479 -0.20564 5.72063 0.0 0.0 0.0
H 2.22766 2.00382 4.53556 0.0 0.0 0.0
H 1.76103 2.01979 2.10051 0.0 0.0 0.0
Br -3.54182 2.81150 5.90662 0.0 0.0 0.0
C -3.86357 1.78686 4.33670 0.0 0.0 0.0
C -5.16330 1.41585 4.03212 0.0 0.0 0.0
C -5.39838 0.66877 2.88605 0.0 0.0 0.0
C -4.34527 0.30040 2.06311 0.0 0.0 0.0
C -3.05091 0.68256 2.38708 0.0 0.0 0.0
C -2.80011 1.43331 3.52927 0.0 0.0 0.0
C -1.90870 0.29984 1.49364 0.0 -0.1 0.0
O -0.73830 0.63469 1.82913 -0.1 0.0 -0.2
O -2.13712 -0.31089 0.42280 -0.1 -0.1 0.0
H -5.97712 1.71001 4.68072 0.0 0.0 0.0
H -6.41084 0.37679 2.63800 0.0 0.0 0.0
H -4.50325 -0.28284 1.16594 0.0 0.0 0.0
H -1.78515 1.72875 3.75516 0.0 0.0 0.0
N -0.96265 1.64306 -1.25772 0.0 0.1 0.1
C -1.70699 1.55244 -2.47521 0.0 0.0 0.0
C -2.84338 0.74495 -2.53477 0.0 0.0 0.0
C -3.48884 0.54399 -3.74122 0.0 0.0 0.0
C -3.01085 1.12763 -4.91016 0.0 0.0 0.0
C -1.92306 1.97953 -4.84020 0.0 0.0 0.0
C -1.28162 2.20607 -3.62463 0.0 0.0 0.0
S -3.74559 0.68126 -6.48513 0.0 0.0 0.0
O -3.36804 -0.72318 -6.64381 0.0 0.0 0.0
O -5.17557 0.88285 -6.30694 0.0 0.0 0.0
O -3.12027 1.57159 -7.45332 0.0 0.0 0.0
H -1.60402 1.78663 -0.48424 0.0 0.0 0.0
H -0.30320 2.43766 -1.20410 0.0 0.0 0.0
H -3.17623 0.23881 -1.63637 0.0 0.0 0.0
H -4.35167 -0.10845 -3.79589 0.0 0.0 0.0
H -1.57806 2.45279 -5.75037 0.0 0.0 0.0
H -0.44086 2.88904 -3.57468 0.0 0.0 0.0



Record 4
19
Properties=species:S:1:pos:R:3:forces:R:3 method="wB97M-V/def2-TZVPD" total_charge=0 total_energy_ha=-348.0872 e_homo_ev=-9.228 homo_lumo_gap_ev=10.04 relative_energy_kcal_mol=73.8 spin_multiplicity=1 largest_force_ha_per_bohr=0.075
C -0.72793 -1.08261 -1.95397 -0.2 0.1 -0.7
C -0.05510 -0.71430 -0.68230 -1.6 -0.3 0.3
C 0.29696 0.75914 -0.45088 -0.1 -0.4 -0.1
O -0.92721 1.45915 -0.53526 -0.2 0.4 0.1
C 1.01649 0.97430 0.88839 -0.1 -0.3 -0.1
C 0.31492 0.13016 1.95435 -0.1 0.4 0.4
O 0.25119 -1.22550 1.57720 -0.5 -0.5 1.5
H -0.94194 -2.15480 -1.88864 -0.1 0.2 -0.3
H -1.66164 -0.52390 -1.98010 -0.1 -0.1 -0.5
H -0.11634 -0.88862 -2.83281 0.0 0.1 -0.3
H 0.92157 -1.25797 -0.58273 -1.4 -0.1 0.5
H -1.20458 -1.03806 0.05460 3.0 1.1 -2.2
H 0.98330 1.07674 -1.26334 -0.3 -0.2 0.1
H -0.76309 2.38794 -0.34671 -0.1 0.0 0.0
H 1.02167 2.04499 1.16309 -0.1 -0.3 -0.1
H 2.07041 0.67658 0.79513 -0.2 -0.1 0.0
H -0.70163 0.52239 2.08419 0.1 0.1 0.2
H 0.83891 0.17777 2.91127 -0.1 0.2 0.0
H -0.61598 -1.32339 1.08852 1.9 -0.2 1.4



Record 5
37
Properties=species:S:1:pos:R:3:forces:R:3 method="wB97M-V/def2-TZVPD" total_charge=0 smiles="CCCCCCCC(=O)N/N=C/c1ccco1" total_energy_ha=-766.9143 e_homo_ev=-8.705 homo_lumo_gap_ev=8.45 relative_energy_kcal_mol=292.0 spin_multiplicity=1 largest_force_ha_per_bohr=0.304
C 6.14104 -1.55047 -1.33335 -3.2 9.2 -8.3
H 6.39504 -1.33389 -2.47451 -0.8 -0.7 1.6
C 4.81570 -1.15188 -1.02968 -3.8 -10.5 2.0
C 4.47896 -1.58083 0.44872 -3.2 0.0 -3.8
C 2.99796 -1.53268 0.76420 7.2 10.5 9.1
C 2.46406 0.01501 0.92815 1.1 1.6 -2.4
C 1.02603 0.14421 1.61991 3.3 6.2 -8.7
C 0.62071 1.74990 1.27421 -1.2 -0.6 6.3
C 0.49268 2.23949 -0.12166 2.7 -0.8 4.7
O 1.36305 2.92126 -0.57635 1.0 1.2 -1.6
N -0.58502 1.92692 -0.71257 -6.7 -3.1 -3.0
N -1.54895 1.01417 -0.29890 2.0 -1.3 2.1
C -2.39762 0.33000 -1.02531 4.0 5.1 2.2
C -3.39613 -0.26878 -0.33149 -4.8 -4.3 -2.0
C -3.57198 -0.93035 0.75414 0.1 -1.3 8.4
C -4.81064 -1.71649 0.95952 2.8 2.2 -6.6
C -5.19361 -1.70711 -0.37984 1.8 2.7 2.7
O -4.47771 -0.80209 -1.08337 0.8 0.6 -2.0
H -5.99448 -1.84175 -0.97583 -3.0 -1.6 -1.2
H -5.19751 -2.21546 1.74431 -0.8 -1.5 2.4
H -2.94506 -0.78132 1.61906 0.4 0.0 0.1
H -2.66292 0.89514 -1.80626 -1.0 0.8 -4.6
H -0.61759 2.14460 -1.65002 -0.1 0.9 -2.7
H -0.40621 1.85586 2.03112 2.6 0.2 -2.7
H 1.34676 2.54006 1.68271 -0.7 -1.7 -0.1
H 0.49251 -0.33076 0.89404 -2.4 -2.0 -1.0
H 1.12011 -0.23987 2.49369 -0.3 -1.8 6.0
H 2.56673 0.62764 -0.18312 -0.8 -1.7 3.0
H 3.13994 0.67794 1.56107 -0.2 -1.3 -0.7
H 2.35212 -1.99472 0.35125 -7.7 -6.5 -5.9
H 2.87766 -1.61616 1.88924 0.3 -1.4 -1.0
H 5.04001 -0.93562 0.95427 1.9 2.6 3.2
H 4.74204 -2.54560 0.68724 1.4 -2.3 0.0
H 4.42524 -0.31770 -1.22124 -2.2 7.2 -1.5
H 3.93512 -1.90548 -1.60227 2.6 1.8 0.8
H 6.36038 -2.39962 -1.21908 2.8 -12.2 2.1
H 6.81760 -0.94932 -1.00771 4.3 3.8 3.1



Record 6
9
Properties=species:S:1:pos:R:3:forces:R:3 method="wB97M-V/def2-TZVPD" total_charge=0 total_energy_ha=-300.1934 e_homo_ev="-10.163 / -9.874" homo_lumo_gap_ev="9.66 / 9.49" relative_energy_kcal_mol=184.6 spin_multiplicity=1 largest_force_ha_per_bohr=0.110
C 1.28945 0.31269 -0.02186 -0.7 -0.6 -0.2
N -2.06566 -0.82356 0.11247 2.3 -2.5 -1.2
N -0.98652 -0.24577 0.05830 -2.1 5.2 0.2
O -1.12084 1.68470 -0.12975 0.1 -2.7 0.4
O 0.22976 -0.70833 0.10620 1.2 -2.6 -0.8
H 0.68461 1.12197 0.19136 -0.3 2.6 0.3
H 1.83962 0.40307 -0.94456 -0.8 -0.6 -0.9
H 2.04015 0.15479 0.69415 0.5 -0.7 1.5
H -1.91057 -1.89955 -0.06631 -0.2 1.8 0.9